# 1
Entry from OMol25: the molecule C5H11NO (ωB97M-V/def2-TZVPD).

Geometry as XYZ:
```
18
Properties=species:S:1:pos:R:3
O 2.772 -1.239 -0.813
N 0.389 -1.212 -1.066
C 1.515 -0.592 -0.527
C -0.545 2.029 0.821
C -0.971 -0.578 -0.821
C -0.985 0.903 1.373
C -1.203 -0.506 0.805
H -0.996 0.504 -1.128
H 1.669 0.442 -0.910
H 0.468 -1.727 -1.968
H 3.483 -0.683 -0.534
H -0.486 -1.200 1.121
H -1.149 3.018 0.851
H 1.474 -0.554 0.559
H 0.114 2.012 0.021
H -1.926 -1.059 -1.198
H -2.307 -0.657 0.996
H -1.315 1.098 2.416
```

The highest occupied orbital energy comes out at -0.30809 Ha. As for the structure (SMILES): C=CCCNCO. For the relative energy (zero: lowest compared OMol25 entry of this formula, charge and spin), the calculation gives 4.167 eV.


# 2
Entry from OMol25: the molecule C21H23N3O4 (ωB97M-V/def2-TZVPD).

Geometry as XYZ:
```
51
Properties=species:S:1:pos:R:3
O -8.401 -0.970 -0.620
O 3.726 -2.732 1.053
O -2.802 2.151 0.818
O 4.166 1.651 -0.062
N 1.861 -1.496 0.810
N -2.972 0.074 -0.121
N 3.960 -0.527 0.518
C 5.904 -0.933 -0.931
C -9.391 -0.102 -0.125
C 1.209 -0.316 0.549
C 7.423 -1.078 -1.008
C 3.227 -1.659 0.809
C -0.035 2.117 0.044
C -0.182 -0.231 0.575
C -4.811 -1.276 -0.851
C -7.094 -0.628 -0.452
C -0.803 0.981 0.317
C 8.206 0.154 -0.549
C 1.337 2.032 0.000
C 5.412 -0.663 0.490
C -6.158 -1.528 -0.967
C -6.641 0.525 0.179
C -2.292 1.144 0.375
C -5.285 0.776 0.296
C -4.356 -0.120 -0.217
C 3.437 0.721 0.210
C 7.816 1.428 -1.291
C 1.973 0.816 0.249
H -9.317 0.017 0.961
H -7.333 1.242 0.589
H -4.099 -1.983 -1.256
H 5.576 -0.119 -1.578
H 1.326 -2.324 1.038
H -0.755 -1.110 0.836
H 1.952 2.891 -0.218
H -6.517 -2.420 -1.456
H 8.070 0.302 0.523
H 6.804 1.734 -1.042
H -2.421 -0.667 -0.532
H 7.729 -1.934 -0.403
H -9.339 0.882 -0.603
H 9.268 -0.044 -0.714
H 7.688 -1.295 -2.046
H 5.681 -1.488 1.151
H 5.825 0.274 0.864
H -10.343 -0.570 -0.371
H 8.488 2.239 -1.019
H -4.946 1.673 0.786
H 7.881 1.277 -2.366
H -0.544 3.053 -0.127
H 5.444 -1.858 -1.288
```

The highest occupied orbital energy comes out at -0.30057 Ha. As for the structure (SMILES): CCCCCn1c(=O)[nH]c2cc(C(=O)Nc3ccc(OC)cc3)ccc2c1=O. For the relative energy (zero: lowest compared OMol25 entry of this formula, charge and spin), the calculation gives 0.000 eV.